Run a
C10H10N2O | wB97M-V/def2-TZVPD

Computed properties:
- HOMO energy (eV) = -8.01
- net charge = 0
- spin multiplicity = 1

Last column: Löwdin charge in e.
Element x y z (Å)
O  0.8367  -0.5796  -1.5192  -0.01
C  -1.6560  2.7562  -1.4555  -0.12
C  -0.6939  2.5894  -2.4529  -0.10
C  -1.7865  1.7887  -0.4607  -0.10
C  0.1322  1.4681  -2.4603  -0.03
C  -0.9631  0.6625  -0.4606  -0.05
C  -0.0038  0.5035  -1.4615  -0.33
H  0.6304  -1.1745  -0.7578  -0.09
H  -2.3049  3.6420  -1.4540  0.10
H  -0.5821  3.3450  -3.2417  0.10
H  -2.5388  1.9064  0.3303  0.10
H  0.8934  1.3231  -3.2382  0.12
H  -1.0671  -0.0988  0.3237  0.10
N  0.5900  -1.5797  0.4735  0.04
N  1.2307  -2.0467  3.1882  0.08
C  0.2564  -2.7147  1.1038  -0.05
C  0.5723  -2.9450  2.4423  -0.11
C  1.2484  -0.6815  1.2194  -0.06
C  1.5643  -0.9117  2.5580  -0.09
H  -0.2840  -3.4689  0.5166  0.13
H  0.2864  -3.8846  2.9332  0.11
H  1.5344  0.2582  0.7285  0.14
H  2.1047  -0.1575  3.1451  0.12

Run b
C10H10N2O | wB97M-V/def2-TZVPD

Computed properties:
- HOMO energy (eV) = -8.34
- net charge = 0
- spin multiplicity = 1

Last column: Löwdin charge in e.
Element x y z (Å)
O  1.5447  -0.9577  3.6472  0.07
C  1.0342  -0.7147  2.6077  -0.24
C  1.6439  0.0445  1.3930  -0.23
C  2.2903  -1.0234  0.5082  -0.08
C  1.5856  -1.6498  -0.4321  -0.11
C  0.2089  -1.3847  -0.8425  -0.03
C  -0.3168  -0.2080  -0.4530  -0.24
N  -1.4765  0.3796  -0.8856  -0.01
C  -2.0313  1.7034  -0.9689  -0.02
C  -3.2432  1.5077  -1.5478  -0.18
N  -3.5141  0.2154  -1.7318  0.06
C  -2.4782  -0.4390  -1.3610  -0.17
C  0.4885  0.6563  0.4890  -0.09
H  -0.1143  -1.0378  2.4080  0.17
H  2.3383  0.7351  1.5854  0.09
H  3.3584  -1.1901  0.7342  0.12
H  2.1797  -2.4591  -1.0215  0.14
H  -0.2817  -2.0466  -1.6029  0.12
H  -1.3821  2.5189  -0.7764  0.10
H  -3.7983  2.4011  -1.7076  0.10
H  -2.5614  -1.5380  -1.4218  0.14
H  -0.2509  1.2929  1.0903  0.14
H  1.0927  1.5081  0.0410  0.14

Energy comparison, zero being the most stable, in kJ/mol: run a 0.0; run b 151.6.

Run a
CH7NO2 | wB97M-V/def2-TZVPD

Computed properties:
- HOMO energy (eV) = -6.97
- net charge = 0
- spin multiplicity = 1

Last column: Löwdin charge in e.
Element x y z (Å)
O  1.5920  3.0752  0.4166  -0.11
H  -1.0474  -1.6406  0.8325  0.02
H  -1.3622  0.8196  -0.4054  0.01
H  -1.0013  0.8474  0.4882  -0.08
N  -0.5427  -2.4828  -1.1834  0.14
C  -0.2608  -1.9734  -0.0271  -0.28
O  0.4550  -1.2937  -0.9211  0.04
H  1.9474  2.5786  -0.3431  0.05
H  1.9426  3.5045  1.2205  0.05
H  -0.8004  -0.2664  1.8465  -0.03
H  -0.9223  -3.1683  -1.9244  0.21

Run b
CH7NO2 | wB97M-V/def2-TZVPD

Computed properties:
- HOMO energy (eV) = -9.71
- net charge = 0
- spin multiplicity = 1

Last column: Löwdin charge in e.
Element x y z (Å)
N  -0.8087  -0.0677  -0.2801  0.00
C  0.0249  1.0635  -0.3773  -0.48
O  -0.4026  2.3488  -0.4341  -0.10
H  -1.6717  0.1119  0.2632  0.10
H  -0.9238  -0.4442  -1.1769  0.04
H  0.6334  0.9529  0.6840  0.15
H  0.8507  0.9567  -1.2360  0.15
H  -1.2386  2.5657  -1.0348  0.16
O  1.4275  -2.7943  1.1378  -0.06
H  0.9148  -2.3006  0.4838  0.01
H  1.1941  -2.3929  1.9703  0.02

Energy comparison, zero being the most stable, in kJ/mol: run a 1064.0; run b 0.0.

Run a
C6H8O2 | wB97M-V/def2-TZVPD

Computed properties:
- HOMO energy (eV) = -8.38
- net charge = 0
- spin multiplicity = 1

Last column: Löwdin charge in e.
Element x y z (Å)
C  -1.2846  0.8297  -0.7445  -0.11
C  -0.6840  0.0484  -1.5823  -0.06
C  0.8577  -0.0862  -1.2971  -0.27
O  1.0689  -1.2415  -0.6559  -0.12
C  0.6917  -1.4564  0.6942  -0.10
C  0.1698  -0.5911  1.5520  -0.15
O  -0.3523  0.7052  1.5778  -0.14
C  -0.5994  1.6212  0.4057  -0.12
H  -2.3708  0.9301  -0.8518  0.10
H  -1.2253  -0.7525  -2.2481  0.15
H  1.4085  -0.0629  -2.2792  0.13
H  1.2927  0.8414  -0.7299  0.13
H  0.9366  -2.5828  0.9191  0.16
H  0.1709  -0.7569  2.7413  0.17
H  -1.3004  2.3187  0.7472  0.08
H  0.4468  2.1621  0.1572  0.15

Run b
C6H8O2 | wB97M-V/def2-TZVPD

Computed properties:
- HOMO energy (eV) = -7.48
- net charge = 0
- spin multiplicity = 1

Last column: Löwdin charge in e.
Element x y z (Å)
C  -1.5761  -1.3584  0.1187  -0.02
C  -1.1080  0.0359  -0.0488  -0.24
O  -1.8455  1.0704  -0.2383  0.07
C  -1.1180  2.1573  -0.1208  -0.17
C  0.2072  1.9157  -0.0116  -0.07
C  0.4256  0.5386  0.1062  -0.10
C  1.6187  -0.2998  0.0332  -0.27
O  2.8219  0.4339  0.1782  -0.08
H  -1.7163  -1.4770  1.1918  0.08
H  -2.4500  -1.8002  -0.3804  0.09
H  -0.6511  -1.9162  -0.0706  0.07
H  -1.6299  3.1422  -0.1826  0.14
H  0.7954  2.7243  0.2021  0.08
H  1.8066  -1.2811  0.6182  0.15
H  1.3894  -0.7626  -0.9982  0.14
H  2.8926  1.2456  -0.4002  0.12

Energy comparison, zero being the most stable, in kJ/mol: run a 113.5; run b 0.0.

Run a
C6H8O2 | wB97M-V/def2-TZVPD

Computed properties:
- HOMO energy (eV) = -10.21
- net charge = 0
- spin multiplicity = 1

Last column: Löwdin charge in e.
Element x y z (Å)
C  -0.3182  -1.8352  -0.1804  0.00
C  0.8990  -0.1456  1.4039  -0.44
C  -0.0030  -0.4136  0.2090  -0.35
C  1.0082  0.5305  -0.5151  -0.20
C  -1.0903  0.6653  0.1161  -0.05
C  -0.0597  1.5934  -0.7131  -0.06
O  1.7421  0.6797  0.7309  0.09
O  0.9275  -0.4768  2.5461  0.16
H  1.6783  0.2703  -1.3304  0.15
H  -0.9354  -2.2916  0.5919  0.09
H  -0.8539  -1.8671  -1.1285  0.08
H  0.5973  -2.4167  -0.2761  0.09
H  -1.9462  0.3594  -0.4824  0.11
H  -1.4225  1.0796  1.0622  0.11
H  0.2062  2.5665  -0.3066  0.11
H  -0.4295  1.7018  -1.7275  0.11

Run b
C6H8O2 | wB97M-V/def2-TZVPD

Computed properties:
- HOMO energy (alpha / beta) (eV) = -8.04 / -8.04
- net charge = 0
- spin multiplicity = 1

Last column: Löwdin charge in e.
Element x y z (Å)
C  -2.5272  0.0098  -0.2061  0.02
C  -1.2595  0.1995  0.0273  -0.04
C  0.0011  0.5668  0.0946  -0.22
C  0.4477  1.9966  0.2078  -0.03
C  1.0032  -0.4968  0.0149  -0.43
O  2.1692  -0.2798  -0.7484  0.05
C  0.3461  -1.9889  0.0360  -0.04
O  1.1907  -1.4450  1.0430  0.00
H  -3.1437  0.7998  -0.6211  0.06
H  -3.0030  -0.9395  0.0109  0.06
H  -0.1367  2.6367  -0.4600  0.08
H  1.4947  2.1529  -0.0673  0.08
H  0.3260  2.3758  1.2274  0.08
H  2.9251  -0.6310  -0.2497  0.12
H  -0.6322  -2.2983  0.3764  0.10
H  0.7983  -2.6585  -0.6856  0.10

Run c
C6H8O2 | wB97M-V/def2-TZVPD

Computed properties:
- HOMO energy (eV) = -9.92
- net charge = 0
- spin multiplicity = 1

Last column: Löwdin charge in e.
Element x y z (Å)
C  0.0088  -1.6604  -0.0331  -0.02
C  0.9416  -0.5514  -0.4425  -0.35
O  2.2803  -0.0069  -0.1995  0.00
C  1.0549  0.5542  0.4247  -0.22
C  -0.0543  1.6727  0.0816  -0.01
C  -1.0236  0.5860  -0.4183  -0.29
O  -2.2759  -0.0609  -0.1353  0.05
C  -1.0968  -0.6373  0.3804  -0.26
H  -0.0008  -2.5747  -0.6288  0.11
H  0.3246  -2.0184  1.0733  0.16
H  0.7245  -0.2630  -1.4663  0.15
H  1.3058  0.2059  1.5065  0.19
H  -0.3519  2.5094  0.8405  0.15
H  0.0808  2.1824  -0.8475  0.09
H  -0.9461  0.5725  -1.5024  0.14
H  -0.9717  -0.5101  1.3668  0.11

Energy comparison, zero being the most stable, in kJ/mol: run a 0.0; run b 379.8; run c 601.6.